Below is a structure of composition C39H56N7O2PtSSe in a non-equilibrium geometry, with properties calculated with ωB97M-V/def2-TZVPD.

```
107
Properties=species:S:1:pos:R:3:mulliken_charge:R:1
Pt -0.0367 0.0150 0.8153 3.446
C -1.1373 -3.8200 3.3262 -1.100
C -2.1772 -2.9688 2.5907 0.883
C -2.5802 -1.7175 3.3349 0.559
C -3.8105 -1.6802 3.9752 -0.966
C -4.1890 -0.5875 4.7391 -1.187
C -3.3122 0.4667 4.8952 -0.811
C -2.0622 0.4694 4.2800 0.223
C -1.1505 1.6379 4.5653 1.374
C -0.7043 1.6765 6.0273 -1.393
C -1.7253 -0.6128 3.4620 -0.666
N -0.4628 -0.6327 2.7660 1.167
C 0.6034 -0.7654 3.4908 -0.260
C 1.8904 -0.5095 2.9507 0.218
C 3.1842 -0.5843 3.4733 -1.109
C 4.0391 -0.1655 2.4491 -0.875
C 3.2279 0.1480 1.3488 -1.368
N 1.9304 -0.0512 1.6631 -0.537
H -0.8861 -4.7050 2.7379 0.340
H -1.5144 -4.1595 4.2920 0.341
H -0.2151 -3.2661 3.5004 0.133
H -3.0733 -3.5710 2.4314 0.698
H -1.7966 -2.7058 1.6037 -1.046
H -4.4752 -2.5298 3.8766 0.449
H -5.1560 -0.5692 5.2241 0.403
H -3.5935 1.3148 5.5081 0.503
H -1.6814 2.5573 4.3092 0.530
H -0.2805 1.5962 3.9205 -1.269
H -1.5574 1.7369 6.7023 0.405
H -0.0695 2.5439 6.2203 0.428
H -0.1405 0.7794 6.2933 0.298
H 0.5006 -1.0238 4.5437 0.342
H 3.4591 -0.9169 4.4618 0.608
H 5.1146 -0.1048 2.4831 0.533
H 3.5190 0.4865 0.3630 0.567
C -0.4935 3.3043 -4.3953 -0.985
C -1.3356 3.8975 -3.2649 -0.146
C -2.5541 3.0688 -2.8531 -0.820
C -2.2640 1.8157 -2.0339 0.022
N -1.5590 0.7847 -2.8005 2.013
C -0.3100 0.3555 -2.6038 -1.707
Se 0.8949 0.9003 -1.2583 -0.385
N -0.0017 -0.5480 -3.5491 0.965
C 1.2644 -1.2614 -3.6580 -1.311
C 2.2879 -0.4981 -4.4855 -0.194
C 3.5631 -1.3042 -4.7175 -0.726
C 4.2530 -1.7329 -3.4246 -0.737
C -1.1053 -0.7346 -4.3691 1.054
C -1.3160 -1.5624 -5.4660 -0.928
C -2.5719 -1.5244 -6.0389 -0.745
C -3.5838 -0.6927 -5.5352 -0.913
C -3.3689 0.1332 -4.4500 -1.130
C -2.1014 0.1012 -3.8791 0.306
H 0.1935 4.0521 -4.7925 0.454
H -1.1227 2.9645 -5.2228 0.290
H 0.1156 2.4598 -4.0690 0.050
H -1.7037 4.8725 -3.5924 0.444
H -0.7243 4.0836 -2.3818 -0.035
H -3.1339 2.8131 -3.7461 0.458
H -3.2012 3.6819 -2.2231 0.521
H -3.1872 1.3671 -1.6619 0.336
H -1.6507 2.0695 -1.1727 -0.713
H 1.0498 -2.2361 -4.1030 0.497
H 1.6211 -1.4204 -2.6423 -0.035
H 2.5294 0.4342 -3.9657 0.237
H 1.8339 -0.2226 -5.4409 0.371
H 4.2522 -0.6952 -5.3045 0.368
H 3.3357 -2.1825 -5.3297 0.336
H 4.4250 -0.8725 -2.7732 0.246
H 5.2178 -2.1952 -3.6309 0.424
H 3.6589 -2.4579 -2.8645 -0.031
H -0.5369 -2.2012 -5.8595 0.478
H -2.7819 -2.1485 -6.8966 0.446
H -4.5544 -0.6978 -6.0115 0.442
H -4.1507 0.7719 -4.0643 0.516
S -1.3208 -1.5518 -0.4339 -0.709
C -0.2603 -2.9080 -0.4747 0.619
N -0.6605 -3.9741 -1.1779 -0.204
C 0.1006 -5.2158 -1.2694 -0.790
C 1.5809 -4.8999 -1.1470 -0.255
C 1.8068 -4.0991 0.1227 -0.727
N 0.9073 -2.9482 0.1487 0.464
H -1.5843 -3.9248 -1.5745 0.275
H -0.1247 -5.6843 -2.2259 0.458
H -0.2077 -5.9034 -0.4771 0.277
H 1.9044 -4.3234 -2.0159 -0.106
H 2.1592 -5.8221 -1.1204 0.449
H 2.8274 -3.7248 0.1917 0.389
H 1.6253 -4.7262 0.9996 0.365
H 1.1845 -2.0926 0.6255 -0.691
O -0.9986 3.9396 0.1158 -0.807
C -0.3439 3.3109 0.9345 0.395
O -0.6814 2.3074 1.6401 -0.766
C 1.0999 3.8213 1.1978 0.444
N 1.6847 2.8894 2.2270 0.846
C 2.0953 3.6830 3.4222 -0.617
C 1.1674 4.8858 3.3590 -0.459
C 1.1289 5.2011 1.8621 -1.063
H 1.6676 3.7733 0.2706 0.454
H 2.4131 2.2637 1.8810 0.398
H 0.8366 2.2995 2.4094 -1.467
H 3.1360 3.9775 3.2913 0.443
H 2.0056 3.0672 4.3147 0.310
H 1.5297 5.7136 3.9644 0.467
H 0.1737 4.6079 3.7167 0.153
H 2.0234 5.7515 1.5659 0.391
H 0.2596 5.7816 1.5632 0.469
```

Results
net charge	+1
highest occupied orbital energy	-10.23	eV
DFT total energy	-4972.3624	Eh
LUMO energy	-2.444	eV